Record 1
65
Properties=species:S:1:pos:R:3:forces:R:3:mulliken_charge:R:1 method="wB97M-V/def2-TZVPD" homo_lumo_gap_ev=5.7673 homo_ha=-0.1271 e_tot_ev=-34406.86134 multiplicity=1 charge=-1 lumo_ha=0.0848
C -1.340272 -7.038159 -1.498231 0.3 1.1 0.2 -0.98
C -0.920025 -5.529390 -1.271745 0.8 -0.7 -1.6 -0.22
N -1.710075 -4.557268 -2.012835 0.2 0.2 1.3 -0.58
B -2.879642 -3.959802 -1.205791 -0.6 -0.1 -0.5 0.28
C -3.983281 -5.052669 -0.639245 -0.5 -0.2 0.0 -0.72
C -4.603861 -5.985736 -1.708198 0.9 0.1 1.2 -0.03
F -5.933876 -5.637050 -1.955281 -0.3 0.0 -0.4 -0.37
H -1.847445 -7.397051 -0.596884 0.0 -0.4 -0.4 0.20
H -1.997477 -7.058449 -2.373713 -0.1 -0.2 0.3 0.20
H -0.451577 -7.628630 -1.759684 -0.2 -0.1 0.4 0.38
H -0.866832 -5.305394 -0.201111 -0.3 0.2 -0.2 0.06
H 0.125428 -5.459823 -1.647552 -0.2 -0.1 0.3 0.30
H -1.986991 -4.901737 -2.919395 0.1 -0.2 -0.1 0.26
H -2.489201 -3.296264 -0.268671 0.4 0.2 0.5 -0.26
H -3.497157 -3.202713 -1.942689 -0.2 0.2 -0.3 -0.28
H -4.830863 -4.468780 -0.229823 0.2 -0.2 -0.1 0.27
H -3.623342 -5.666827 0.212973 0.0 0.1 -0.3 0.26
H -4.618844 -7.029901 -1.360236 -0.1 0.1 -0.2 0.17
H -4.033664 -5.946434 -2.642685 -0.3 0.1 -0.1 0.11
C 5.189800 -1.223075 -1.849194 -0.1 -0.1 0.2 -0.81
O 4.285229 -1.101629 -0.775830 -0.1 0.1 -0.3 -0.22
C 4.110192 0.242706 -0.360298 -0.1 -0.3 0.3 -0.82
C 2.720014 0.460588 0.210629 -0.1 0.2 -0.1 -0.01
O 1.698553 0.551213 -0.772976 0.3 -0.1 0.0 -0.32
C 1.323548 -0.667585 -1.422932 -0.3 0.0 0.0 -0.52
C 0.554587 -1.629893 -0.538920 0.3 -0.4 -0.3 -0.22
O 1.439260 -2.308325 0.348077 0.1 0.4 0.3 -0.23
C 0.778530 -2.755378 1.511114 0.1 -0.2 -0.2 -0.60
H 6.199424 -0.924152 -1.543906 0.1 0.1 -0.1 0.32
H 5.205879 -2.267778 -2.156019 0.0 0.0 0.1 0.24
H 4.863282 -0.618700 -2.703058 0.1 0.1 0.0 0.34
H 4.264736 0.931817 -1.198147 0.0 0.0 0.0 0.37
H 4.857343 0.451329 0.417706 0.0 0.2 0.0 0.39
H 2.720757 1.434952 0.708816 0.1 0.0 -0.1 0.17
H 2.473534 -0.283925 0.968843 0.1 -0.2 -0.1 0.18
H 2.186642 -1.146408 -1.885260 0.1 -0.1 0.2 0.14
H 0.656839 -0.362908 -2.232309 0.0 0.1 0.1 0.38
H 0.060911 -2.386387 -1.161318 -0.3 0.2 0.0 0.21
H -0.205054 -1.077818 0.024530 0.0 0.0 0.0 0.31
H 0.286506 -1.920989 2.025285 -0.1 0.0 0.0 0.36
H 1.528776 -3.177501 2.180649 0.0 0.0 -0.1 0.22
H 0.040419 -3.525326 1.265960 -0.1 0.1 0.1 0.09
C -0.964266 7.333683 3.966346 -0.1 -0.2 -0.1 -0.79
O -1.159946 6.484023 2.858863 0.3 0.2 0.0 -0.25
C -1.517787 7.194686 1.683610 -0.1 -0.4 0.0 -0.56
C -1.035479 6.469383 0.440239 0.0 0.1 -0.1 -0.35
O 0.359462 6.608642 0.195507 -0.1 0.0 0.1 -0.47
C 1.240569 5.880217 1.045080 0.1 0.0 -0.2 -0.51
C 1.232007 4.381931 0.802173 -0.2 0.0 0.4 -0.40
O 0.087398 3.786607 1.387121 -0.2 0.2 -0.2 -0.33
C -0.267586 2.570568 0.750549 -0.1 0.1 0.2 -0.58
H -1.900992 7.826525 4.249588 0.0 0.1 0.1 0.33
H -0.618392 6.723256 4.799275 -0.1 0.0 0.0 0.23
H -0.197351 8.086000 3.748811 -0.1 0.1 0.0 0.34
H -1.093372 8.204812 1.696705 0.0 0.0 0.0 0.35
H -2.612906 7.266767 1.656901 0.0 0.2 -0.1 0.39
H -1.521093 6.936207 -0.420462 0.0 0.1 0.0 0.40
H -1.333429 5.421019 0.443452 0.0 0.0 0.2 0.13
H 1.064115 6.119230 2.094023 -0.1 -0.2 0.1 0.18
H 2.239521 6.247926 0.796887 0.0 0.0 -0.1 0.42
H 2.119657 3.934060 1.268515 0.2 0.1 -0.2 0.32
H 1.255532 4.189759 -0.275847 0.1 0.0 0.0 0.35
H -0.423731 2.723577 -0.322087 0.1 -0.1 0.0 0.33
H -1.203634 2.224263 1.187275 0.0 0.1 0.1 0.37
H 0.500993 1.814106 0.906830 0.0 -0.1 -0.2 0.11

=====

Record 2
66
Properties=species:S:1:pos:R:3:forces:R:3:mulliken_charge:R:1 method="wB97M-V/def2-TZVPD" homo_lumo_gap_ev=5.5568 homo_ha=-0.3185 e_tot_ev=-147231.19383 multiplicity=1 lumo_ha=-0.1142
C 4.900631 -2.695134 1.423491 0.0 0.2 -0.3 -1.26
C 4.635454 -2.830483 -0.082276 -0.1 0.0 1.1 -0.40
C 3.369961 -2.070987 -0.441507 0.2 -0.3 -0.2 -0.11
C 2.924180 -2.218881 -1.892353 0.0 0.7 0.1 -1.11
C 1.957914 -1.065677 -2.271558 0.4 -0.7 0.1 -0.24
C 2.689014 -0.049279 -3.142777 -0.3 0.0 0.0 -0.41
C 1.987386 1.316965 -3.251840 0.1 -0.2 -0.1 -1.96
C 1.393640 1.787769 -1.960026 -0.5 0.2 -0.4 0.63
C 0.014194 1.653442 -1.815462 0.1 0.2 0.5 0.02
C -0.605139 2.077765 -0.664130 0.9 -0.4 0.0 0.36
C -2.076557 1.973363 -0.489590 -0.1 0.2 -0.2 -0.45
O -2.717123 2.982540 -0.534870 -0.5 0.8 0.0 -0.51
O -2.519113 0.768920 -0.299845 -0.2 -0.9 -0.5 0.02
P -4.165981 0.650136 0.291335 -0.6 0.7 1.8 -0.20
C -4.122324 -1.114235 0.722628 0.0 0.2 -1.6 -0.20
C -4.138674 -2.082101 -0.481583 0.1 -0.1 0.6 -1.23
C -5.297516 0.779752 -1.155874 0.7 -0.2 -0.6 -0.57
C -4.616463 0.973012 -2.525207 -0.7 -0.3 0.1 -1.04
C 0.155495 2.625804 0.377035 0.2 0.2 0.6 1.04
B -0.679996 3.123310 1.665706 0.0 0.2 0.2 0.81
O -1.362770 2.279980 2.479026 0.7 -0.1 -0.4 -0.51
O -0.740808 4.463255 1.853855 0.2 0.2 0.1 -0.59
C 1.533624 2.730734 0.228705 -0.5 -0.9 -0.2 -0.66
P 2.577529 3.419212 1.560452 1.5 2.3 -0.3 0.69
O 1.752993 3.541342 2.887573 -0.5 -0.8 0.3 -0.48
O 3.724243 2.379391 1.941160 -0.9 -0.6 -0.5 -0.43
S 3.232725 5.133971 0.975892 -0.2 -0.3 0.0 -0.33
N 2.122362 2.322313 -0.954826 -0.2 -0.1 0.1 -0.59
I 4.167664 2.524477 -1.299281 -0.1 0.1 0.0 0.35
H 5.776421 -3.259692 1.724724 0.1 -0.1 0.1 0.38
H 5.080847 -1.645405 1.659906 0.0 0.1 0.1 0.24
H 4.043094 -3.017974 2.006729 -0.1 -0.1 0.1 0.36
H 4.543713 -3.892349 -0.299037 0.0 -0.1 -0.4 0.33
H 5.507384 -2.414725 -0.583537 0.0 -0.1 -0.5 0.32
H 3.564896 -1.010925 -0.239431 0.0 0.2 0.0 -0.13
H 2.571763 -2.372773 0.237089 -0.2 0.0 0.0 0.41
H 3.821059 -2.124513 -2.503841 0.1 -0.2 -0.3 0.36
H 2.483639 -3.188795 -2.096015 0.0 -0.2 0.1 0.44
H 1.618061 -0.641303 -1.326718 -0.2 0.2 0.0 0.20
H 1.083058 -1.470649 -2.775135 -0.2 0.2 -0.1 0.38
H 3.709483 0.044712 -2.787495 0.1 0.2 0.1 0.41
H 2.757506 -0.454799 -4.149191 0.1 0.0 -0.2 0.38
H 2.614819 2.081884 -3.702566 0.3 0.1 0.1 0.50
H 1.162256 1.191725 -3.945411 -0.2 0.1 0.0 0.47
H -0.583910 1.217929 -2.598131 0.1 -0.1 -0.2 0.60
H -5.021554 -1.273045 1.309412 0.1 0.0 0.5 0.50
H -3.236096 -1.243156 1.330218 0.0 -0.1 0.4 0.12
H -5.151432 -2.427239 -0.664224 -0.1 0.0 -0.2 0.36
H -3.544853 -2.955451 -0.228408 0.0 -0.2 -0.1 0.35
H -3.744821 -1.641899 -1.394183 0.1 0.0 -0.1 0.28
H -5.911609 -0.118243 -1.155335 0.0 -0.2 0.0 0.41
H -5.965608 1.616620 -0.987587 0.0 0.2 0.3 0.45
H -4.493855 2.028176 -2.743826 0.4 0.1 0.1 0.33
H -5.274875 0.576689 -3.294914 0.0 0.0 -0.2 0.35
H -3.681106 0.426369 -2.596489 0.2 0.1 -0.1 0.14
H -1.027419 1.378183 2.396360 -0.5 -0.3 0.3 0.32
H -1.113889 4.669452 2.719627 -0.3 0.1 -0.1 0.33
H 1.545189 4.468172 3.071043 -0.1 0.1 -0.1 0.36
H 3.568501 1.533067 1.492867 0.4 -0.2 0.4 0.37
F -3.603492 -3.247342 2.896433 0.1 0.1 -0.1 -0.49
As -2.397370 -3.072636 4.150878 -0.2 -0.2 0.2 2.04
F -2.605839 -4.735137 4.579374 0.0 -0.1 0.0 -0.51
F -3.636547 -2.616527 5.269321 0.0 0.1 0.0 -0.49
F -1.196967 -2.882917 5.385016 0.1 0.1 0.0 -0.50
F -2.194715 -1.393487 3.692555 0.1 0.2 -0.2 -0.54
F -1.162278 -3.512668 3.006069 0.1 0.1 -0.1 -0.50

=====

Record 3
20
Properties=species:S:1:pos:R:3:forces:R:3:mulliken_charge:R:1 method="wB97M-V/def2-TZVPD" homo_lumo_gap_ev=9.1142 homo_ha=-0.3369 e_tot_ev=-49300.50626 multiplicity=1 smiles="CC[C@@H](C)S[P@](N)(=S)Cl" lumo_ha=-0.0020
C 0.806547 -2.104383 0.578683 0.2 0.0 0.0 -1.17
C 1.695460 -0.917401 0.235291 -0.2 -0.1 0.1 -0.54
C 0.911273 0.380266 0.090466 -0.1 0.1 -0.1 0.49
C 1.808420 1.578113 -0.175933 -0.1 0.0 0.0 -1.59
S -0.282090 0.234499 -1.295901 -2.2 0.1 1.3 -0.20
P -2.279579 0.267961 -0.062289 1.9 1.0 -0.5 0.72
N -3.300400 1.020799 -1.151421 0.3 -0.1 0.0 -0.57
S -2.164472 0.991725 1.744377 0.0 -0.4 -0.8 -0.37
Cl -2.975025 -1.599520 -0.118481 -0.1 -0.6 0.0 -0.20
H 0.214263 -1.889969 1.468169 -0.1 0.0 0.1 0.28
H 0.126788 -2.329783 -0.240406 -0.1 0.0 0.0 0.27
H 1.411296 -2.988129 0.775242 0.0 -0.1 0.0 0.38
H 2.234455 -1.115993 -0.694372 0.1 0.0 0.0 0.31
H 2.434980 -0.777284 1.028853 0.1 0.1 -0.1 0.36
H 0.299938 0.558902 0.983681 0.1 0.0 -0.1 0.15
H 2.352197 1.446479 -1.109401 0.1 0.0 -0.1 0.36
H 2.527640 1.688550 0.633594 0.1 0.0 0.1 0.39
H 1.219252 2.489134 -0.247541 0.0 0.1 0.0 0.38
H -4.168692 1.323289 -0.726216 0.0 0.0 -0.1 0.28
H -2.872256 1.742736 -1.716387 0.0 0.0 0.1 0.25

=====

Record 4
10
Properties=species:S:1:pos:R:3:forces:R:3:mulliken_charge:R:1 method="wB97M-V/def2-TZVPD" homo_lumo_gap_ev=7.5788 homo_ha=-0.1484 e_tot_ev=-14343.48818 multiplicity=1 charge=-1 lumo_ha=0.1301
I -0.685211 -0.065442 -0.451083 -0.1 0.1 -0.1 -0.72
O -4.245611 -0.258582 -1.488993 -0.7 -0.2 -0.2 -0.62
H -4.705961 0.564518 -1.652743 -0.1 0.2 0.0 0.27
H -3.401941 0.006988 -1.123033 0.9 0.0 0.3 0.23
O 1.662569 0.688298 2.166167 0.6 0.0 0.6 -0.57
H 1.675749 1.513968 2.650247 0.0 0.2 0.1 0.26
H 0.843689 0.713388 1.671147 -0.5 -0.2 -0.6 0.22
O 3.025469 -1.045822 -0.207003 0.6 -0.2 0.2 -0.58
H 3.640179 -1.231602 -0.916833 0.1 0.0 -0.2 0.26
H 2.191069 -0.885712 -0.647873 -0.7 0.2 0.0 0.25

=====

Record 5
13
Properties=species:S:1:pos:R:3:forces:R:3:mulliken_charge:R:1 method="wB97M-V/def2-TZVPD" homo_lumo_gap_ev=6.0811 homo_ha=-0.4474 e_tot_ev=-25356.12959 multiplicity=1 charge=+1 lumo_ha=-0.2240
C -1.395613 0.738417 -0.545697 -0.3 0.0 -0.7 0.00
N -2.299223 1.176539 -1.344663 0.6 -1.1 1.1 -0.16
H -0.923995 1.371118 0.198561 -0.4 0.1 0.0 0.31
H -1.058132 -0.289925 -0.619927 0.0 0.1 -0.2 0.26
H -2.731606 0.564163 -2.031577 0.0 0.1 0.0 0.30
H -2.724288 2.062681 -1.164884 -0.2 0.9 -0.3 0.30
C 0.860628 -0.219747 1.190343 1.2 -0.8 0.5 -0.93
S 2.504216 -0.955529 1.612912 0.1 0.0 -1.3 -0.01
S 3.259394 -1.447012 -0.338896 -0.6 0.4 1.3 -0.21
H 1.052183 0.546647 0.434540 -0.2 0.0 0.2 0.29
H 0.498837 0.175272 2.151882 -0.1 0.1 -0.5 0.35
H 0.235613 -1.049690 0.838512 0.0 0.4 0.1 0.32
H 2.721985 -2.672935 -0.381107 0.0 -0.1 -0.1 0.18

=====

Record 6
13
Properties=species:S:1:pos:R:3:forces:R:3:mulliken_charge:R:1 method="wB97M-V/def2-TZVPD" homo_lumo_gap_ev=11.2557 homo_ha=-0.4088 e_tot_ev=-8806.74814 multiplicity=1 smiles="CCC[N+](=O)[O-]" lumo_ha=0.0049
C 1.160548 -0.676166 0.692648 0.2 0.4 0.5 -0.98
C 0.786914 0.203577 -0.483997 -0.6 0.8 -0.9 -0.43
C -0.598463 0.888529 -0.299403 0.4 0.2 0.2 -0.55
N -1.641159 -0.182050 -0.061735 -1.3 0.0 0.4 0.87
O -1.562418 -1.183604 -0.767603 -0.3 0.9 0.9 -0.51
O -2.545079 0.060761 0.756084 1.6 -0.6 -1.3 -0.56
H 1.041431 -0.089076 1.659472 0.3 -1.0 -1.0 0.27
H 0.480649 -1.547202 0.658552 0.5 0.3 0.5 0.30
H 2.217421 -1.000461 0.555883 -0.8 0.1 0.4 0.31
H 0.707769 -0.420128 -1.387269 0.2 0.2 0.2 0.30
H 1.549130 0.986699 -0.695077 -0.6 -0.4 0.2 0.36
H -0.601481 1.571261 0.596009 -0.3 -0.7 -1.0 0.32
H -0.995260 1.387861 -1.223568 0.6 -0.2 0.9 0.29